[1]
Entry from the OMol25 dataset: one molecule with the formula C3H4S2 at a distorted geometry (ωB97M-V/def2-TZVPD).

Computed properties:
ΔE to the lowest compared entry with this formula, charge and spin	315.88	kJ/mol
E_HOMO	-0.2812	Ha
SMILES	SCC1=CS1
orbital gap	8.4	eV
lowest unoccupied orbital energy	0.76	eV

Element x y z (Å)
1 S 2.000 0.441 -0.124
2 S -2.558 -0.205 -0.118
3 C -1.342 1.216 0.175
4 C 0.673 -0.765 -0.143
5 C -0.838 0.053 0.015
6 H 0.653 -1.471 0.596
7 H 2.653 -0.351 0.646
8 H -1.733 2.269 0.152
9 H 0.494 -1.188 -1.201


[2]
Entry from the OMol25 dataset: C3H4S2 as an isolated structure at a distorted geometry (ωB97M-V/def2-TZVPD).

Computed properties:
ΔE to the lowest compared entry with this formula, charge and spin	174.04	kJ/mol
E_HOMO	-0.3153	Ha
orbital gap	9.0	eV
lowest unoccupied orbital energy	0.38	eV

Element x y z (Å)
1 S 1.142 1.579 -0.415
2 S 0.508 -0.651 -2.031
3 C -0.007 0.141 -0.401
4 C 1.384 -0.256 -0.561
5 C -1.077 0.022 0.591
6 H -1.885 0.654 0.290
7 H -1.461 -1.071 0.721
8 H 2.032 -0.725 0.194
9 H -0.637 0.306 1.611


[3]
Entry from the OMol25 dataset: a 23-piece molecular cluster, C3H51O23 overall at a distorted geometry (ωB97M-V/def2-TZVPD).

Computed properties:
ΔE to the lowest compared entry with this formula, charge and spin	137.94	kJ/mol
E_HOMO	-0.2176	Ha
orbital gap	7.2	eV
total charge	-1
lowest unoccupied orbital energy	1.31	eV

Element x y z (Å)
1 O 7.492 1.705 -3.136
2 O 8.198 -0.918 -3.536
3 O 10.096 1.420 -3.633
4 O 7.328 -3.797 -3.031
5 O 9.316 -3.851 -5.582
6 O 3.923 -0.187 -8.323
7 O 4.837 2.012 -3.655
8 O 5.511 -1.723 -9.806
9 O 10.191 2.006 -6.978
10 O 6.865 -1.214 -1.154
11 O 7.421 -2.004 -5.897
12 O 8.667 1.952 -9.148
13 O 7.785 -2.983 -8.453
14 O 10.145 -0.755 -5.871
15 O 10.378 -0.960 -8.595
16 O 5.576 -3.742 -5.619
17 O 8.692 3.791 -5.441
18 O 3.699 -3.160 -3.798
19 O 1.912 -1.330 -6.672
20 O 8.069 -0.793 -10.040
21 O 3.658 2.114 -6.448
22 O 4.270 -3.410 -8.125
23 O 6.580 3.532 -7.712
24 C 6.579 -0.998 -6.385
25 C 7.478 0.123 -6.572
26 C 5.566 -0.543 -5.445
27 H 3.284 -0.097 -9.027
28 H 7.969 2.134 -8.507
29 H 8.155 -0.050 -7.361
30 H 7.543 1.698 -2.195
31 H 3.812 1.255 -6.795
32 H 7.346 -2.564 -7.698
33 H 9.327 1.815 -4.037
34 H 3.439 1.915 -5.537
35 H 8.475 1.073 -9.460
36 H 5.764 1.848 -3.647
37 H 9.848 2.083 -7.897
38 H 4.865 -2.882 -8.603
39 H 10.799 -0.186 -8.920
40 H 4.451 1.193 -3.356
41 H 8.549 -3.281 -5.794
42 H 8.981 -0.488 -3.923
43 H 4.660 -1.168 -5.526
44 H 6.065 -1.276 -7.265
45 H 8.761 3.111 -6.092
46 H 6.337 -3.187 -5.677
47 H 7.005 1.070 -6.937
48 H 10.160 0.169 -6.065
49 H 7.064 -1.223 -2.079
50 H 7.677 0.782 -3.356
51 H 3.412 -2.263 -3.987
52 H 7.433 -4.028 -3.935
53 H 10.811 1.833 -4.112
54 H 7.923 -1.353 -4.378
55 H 9.200 -0.944 -6.157
56 H 5.888 -0.459 -4.392
57 H 1.095 -1.117 -7.089
58 H 10.730 -1.045 -7.723
59 H 4.674 -0.688 -8.707
60 H 2.644 -1.033 -7.227
61 H 7.268 4.178 -7.872
62 H 5.084 -3.631 -6.434
63 H 11.124 2.030 -7.075
64 H 4.336 -3.334 -4.505
65 H 8.036 0.367 -5.671
66 H 7.726 3.840 -5.321
67 H 3.384 -3.207 -8.420
68 H 7.322 -1.959 -0.783
69 H 5.176 0.388 -5.855
70 H 8.493 -0.605 -10.876
71 H 8.202 -3.632 -2.739
72 H 8.826 -0.976 -9.507
73 H 6.316 -1.180 -9.847
74 H 9.082 -4.625 -6.131
75 H 6.189 3.320 -8.567
76 H 7.627 -2.476 -9.229
77 H 5.194 -1.838 -10.709


[4]
Entry from the OMol25 dataset: C3H5AlBrI2 as an isolated structure at a distorted geometry (ωB97M-V/def2-TZVPD).

Computed properties:
E_HOMO	-0.1919	Ha
orbital gap	7.7	eV
total charge	-1
lowest unoccupied orbital energy	2.46	eV

Element x y z (Å)
1 I 2.322 2.641 -0.035
2 I -1.068 2.760 -1.559
3 Br -3.519 -0.004 0.900
4 Al -1.643 -0.731 -0.512
5 C 1.491 -0.581 0.798
6 C 1.028 0.831 0.094
7 C -0.349 0.911 -0.538
8 H 1.614 -1.364 -0.095
9 H 2.549 -0.401 1.284
10 H 0.700 -1.051 1.525
11 H -2.246 -1.015 -1.961
12 H -0.880 -1.996 0.098